ORCA calculation (the ωB97M-V functional and the def2-TZVPD basis) on a cluster of 15 separate species, C76H75N15O16 in total in a non-equilibrium geometry.

Each atom is followed by the atoms it is bonded to, with distances in Å.
Positions of all 182 atoms, in Å:
1 N 3.470 -5.773 -4.944  C2 1.324, C5 1.359, H6 1.010
2 C 2.924 -4.635 -4.544  N1 1.324, C3 1.375, H7 1.080
3 C 3.019 -4.429 -3.188  C2 1.375, C4 1.408, H8 1.080
4 C 3.917 -5.454 -2.833  C3 1.408, C5 1.410, H9 1.080
5 C 4.061 -6.383 -3.883  N1 1.359, C4 1.410, H10 1.080
6 H 3.367 -6.309 -5.794  N1 1.010
7 H 2.374 -4.172 -5.350  C2 1.080
8 H 2.523 -3.620 -2.673  C3 1.080
9 H 4.342 -5.656 -1.860  C4 1.080
10 H 4.634 -7.270 -4.112  C5 1.080
11 N 5.596 -1.559 4.540  C12 1.420, C15 1.405, H16 1.010
12 C 5.031 -0.526 3.745  N11 1.420, C13 1.402, H17 1.080
13 C 5.145 0.657 4.490  C12 1.402, C14 1.409, H18 1.080
14 C 5.948 0.356 5.607  C13 1.409, C15 1.394, H19 1.080
15 C 6.236 -1.006 5.662  N11 1.405, C14 1.394, H20 1.080
16 H 5.533 -2.534 4.285  N11 1.010
17 H 4.539 -0.756 2.812  C12 1.080
18 H 4.678 1.622 4.356  C13 1.080
19 H 6.422 1.024 6.312  C14 1.080
20 H 6.848 -1.469 6.422  C15 1.080
21 N 3.956 1.931 -5.124  C22 1.372, C25 1.358, H26 1.010
22 C 4.745 1.341 -4.168  N21 1.372, C23 1.393, H27 1.080
23 C 5.926 0.970 -4.806  C22 1.393, C24 1.419, H28 1.080
24 C 5.913 1.477 -6.131  C23 1.419, C25 1.387, H29 1.080
25 C 4.630 1.977 -6.301  N21 1.358, C24 1.387, H30 1.080
26 H 3.075 2.418 -5.038  N21 1.010
27 H 4.415 1.325 -3.140  C22 1.080
28 H 6.861 0.600 -4.412  C23 1.080
29 H 6.736 1.494 -6.830  C24 1.080
30 H 4.229 2.372 -7.223  C25 1.080
31 N 5.065 -2.604 -1.300  C32 1.346, C35 1.407, H36 1.010
32 C 5.639 -2.891 -0.117  N31 1.346, C33 1.416, H37 1.080
33 C 6.022 -1.648 0.442  C32 1.416, C34 1.412, H38 1.080
34 C 5.333 -0.658 -0.292  C33 1.412, C35 1.377, H39 1.080
35 C 4.844 -1.223 -1.449  N31 1.407, C34 1.377, H40 1.080
36 H 4.859 -3.369 -1.927  N31 1.010
37 H 5.872 -3.903 0.182  C32 1.080
38 H 6.386 -1.550 1.454  C33 1.080
39 H 5.277 0.419 -0.232  C34 1.080
40 H 4.448 -0.723 -2.320  C35 1.080
41 N 3.406 -7.526 1.891  C42 1.338, C45 1.397, H46 1.010
42 C 4.454 -8.080 2.511  N41 1.338, C43 1.407, H47 1.080
43 C 5.591 -8.083 1.684  C42 1.407, C44 1.408, H48 1.080
44 C 5.093 -7.617 0.451  C43 1.408, C45 1.379, H49 1.080
45 C 3.772 -7.239 0.573  N41 1.397, C44 1.379, H50 1.080
46 H 2.473 -7.322 2.219  N41 1.010
47 H 4.343 -8.315 3.560  C42 1.080
48 H 6.559 -8.555 1.757  C43 1.080
49 H 5.607 -7.631 -0.499  C44 1.080
50 H 3.057 -6.793 -0.102  C45 1.080
51 N -0.719 -7.667 2.373  C52 1.321, C55 1.427, H56 1.010
52 C -1.136 -6.496 2.819  N51 1.321, C53 1.321, H57 1.080
53 C -1.492 -6.437 4.090  C52 1.321, C54 1.390, H58 1.080
54 C -1.156 -7.687 4.598  C53 1.390, C55 1.371, H59 1.080
55 C -0.748 -8.472 3.551  N51 1.427, C54 1.371, H60 1.080
56 H -0.564 -7.970 1.422  N51 1.010
57 H -1.091 -5.703 2.087  C52 1.080
58 H -1.686 -5.540 4.659  C53 1.080
59 H -1.253 -8.022 5.620  C54 1.080
60 H -0.523 -9.528 3.595  C55 1.080
61 N 1.535 -1.533 3.022  C62 1.386, C65 1.313, H66 1.010
62 C 2.293 -2.689 3.115  N61 1.386, C63 1.395, H67 1.080
63 C 1.449 -3.735 3.488  C62 1.395, C64 1.398, H68 1.080
64 C 0.148 -3.250 3.652  C63 1.398, C65 1.427, H69 1.080
65 C 0.297 -1.877 3.292  N61 1.313, C64 1.427, H70 1.080
66 H 1.987 -0.630 3.039  N61 1.010
67 H 3.322 -2.799 2.805  C62 1.080
68 H 1.830 -4.745 3.442  C63 1.080
69 H -0.773 -3.737 3.936  C64 1.080
70 H -0.472 -1.131 3.425  C65 1.080
71 C -0.448 -1.772 0.041  C72 1.418, C76 1.427, H80 1.080
72 C 0.879 -1.303 -0.132  C71 1.418, C73 1.333, H81 1.080
73 C 1.171 -0.156 -0.746  C72 1.333, C74 1.393, H82 1.080
74 C 0.145 0.566 -1.351  C73 1.393, C75 1.335, N77 1.464
75 C -1.126 0.164 -1.286  C74 1.335, C76 1.400, H83 1.080
76 C -1.474 -0.964 -0.534  C71 1.427, C75 1.400, H84 1.080
77 N 0.455 1.744 -2.163  C74 1.464, O78 1.235, O79 1.249
78 O -0.371 2.143 -2.990  N77 1.235
79 O 1.601 2.240 -2.196  N77 1.249
80 H -0.693 -2.697 0.542  C71 1.080
81 H 1.612 -2.018 0.213  C72 1.080
82 H 2.179 0.223 -0.663  C73 1.080
83 H -1.935 0.762 -1.681  C75 1.080
84 H -2.488 -1.262 -0.311  C76 1.080
85 C -4.155 3.240 -4.004  C86 1.425, C90 1.357, H94 1.080
86 C -3.541 1.985 -4.284  C85 1.425, C87 1.397, H95 1.080
87 C -3.182 1.774 -5.618  C86 1.397, C88 1.413, H96 1.080
88 C -3.554 2.633 -6.676  C87 1.413, C89 1.389, N91 1.487
89 C -4.113 3.851 -6.310  C88 1.389, C90 1.403, H97 1.080
90 C -4.360 4.173 -4.967  C85 1.357, C89 1.403, H98 1.080
91 N -3.433 2.310 -8.123  C88 1.487, O92 1.202, O93 1.224
92 O -2.999 1.222 -8.391  N91 1.202
93 O -3.814 3.078 -8.997  N91 1.224
94 H -4.412 3.459 -2.978  C85 1.080
95 H -3.336 1.250 -3.520  C86 1.080
96 H -2.645 0.892 -5.935  C87 1.080
97 H -4.466 4.594 -7.010  C89 1.080
98 H -4.845 5.103 -4.713  C90 1.080
99 C -1.310 0.878 5.452  C100 1.416, C104 1.377, H108 1.080
100 C -1.424 -0.285 6.253  C99 1.416, C101 1.384, H109 1.080
101 C -2.328 -1.276 5.912  C100 1.384, C102 1.438, H110 1.080
102 C -3.342 -1.000 4.931  C101 1.438, C103 1.414, N105 1.483
103 C -3.241 0.202 4.193  C102 1.414, C104 1.367, H111 1.080
104 C -2.212 1.071 4.431  C99 1.377, C103 1.367, H112 1.080
105 N -4.425 -1.993 4.729  C102 1.483, O106 1.187, O107 1.237
106 O -4.473 -3.037 5.290  N105 1.187
107 O -5.342 -1.667 3.966  N105 1.237
108 H -0.547 1.609 5.676  C99 1.080
109 H -0.667 -0.381 7.017  C100 1.080
110 H -2.389 -2.181 6.499  C101 1.080
111 H -3.909 0.445 3.380  C103 1.080
112 H -2.250 2.056 3.988  C104 1.080
113 C -4.238 -3.730 -0.516  C114 1.397, C118 1.349, H122 1.080
114 C -4.825 -2.807 -1.385  C113 1.397, C115 1.390, H123 1.080
115 C -5.932 -2.115 -0.909  C114 1.390, C116 1.368, H124 1.080
116 C -6.471 -2.426 0.310  C115 1.368, C117 1.355, N119 1.500
117 C -5.932 -3.428 1.047  C116 1.355, C118 1.376, H125 1.080
118 C -4.805 -4.108 0.648  C113 1.349, C117 1.376, H126 1.080
119 N -7.758 -1.731 0.641  C116 1.500, O120 1.200, O121 1.236
120 O -8.226 -2.004 1.712  N119 1.200
121 O -8.352 -1.117 -0.252  N119 1.236
122 H -3.329 -4.211 -0.848  C113 1.080
123 H -4.419 -2.599 -2.364  C114 1.080
124 H -6.212 -1.280 -1.534  C115 1.080
125 H -6.340 -3.568 2.037  C117 1.080
126 H -4.360 -4.793 1.355  C118 1.080
127 C 2.004 2.728 3.137  C128 1.463, C132 1.398, H136 1.080
128 C 3.167 3.163 2.362  C127 1.463, C129 1.370, H137 1.080
129 C 2.962 3.866 1.205  C128 1.370, C130 1.448, H138 1.080
130 C 1.632 4.103 0.686  C129 1.448, C131 1.380, N133 1.459
131 C 0.586 3.608 1.438  C130 1.380, C132 1.398, H139 1.080
132 C 0.707 2.991 2.687  C127 1.398, C131 1.398, H140 1.080
133 N 1.383 4.944 -0.480  C130 1.459, O134 1.247, O135 1.244
134 O 2.398 5.469 -0.980  N133 1.247
135 O 0.211 5.179 -0.825  N133 1.244
136 H 2.213 2.288 4.100  C127 1.080
137 H 4.136 3.120 2.836  C128 1.080
138 H 3.793 4.383 0.748  C129 1.080
139 H -0.449 3.803 1.200  C131 1.080
140 H -0.201 2.681 3.184  C132 1.080
141 C -7.407 6.016 0.831  C142 1.399, C146 1.408, H150 1.080
142 C -7.325 6.033 2.228  C141 1.399, C143 1.396, H151 1.080
143 C -6.234 5.417 2.844  C142 1.396, C144 1.428, H152 1.080
144 C -5.092 5.045 2.071  C143 1.428, C145 1.318, N147 1.464
145 C -5.215 5.037 0.758  C144 1.318, C146 1.363, H153 1.080
146 C -6.276 5.592 0.107  C141 1.408, C145 1.363, H154 1.080
147 N -3.869 4.492 2.656  C144 1.464, O148 1.253, O149 1.221
148 O -3.678 4.932 3.813  N147 1.253
149 O -3.010 3.988 1.949  N147 1.221
150 H -8.276 6.318 0.266  C141 1.080
151 H -8.031 6.479 2.913  C142 1.080
152 H -6.273 5.399 3.923  C143 1.080
153 H -4.419 4.691 0.115  C145 1.080
154 H -6.348 5.713 -0.963  C146 1.080
155 C 5.484 6.155 -3.656  C156 1.351, C160 1.398, H164 1.080
156 C 6.421 7.120 -3.529  C155 1.351, C157 1.409, H165 1.080
157 C 7.798 6.828 -3.599  C156 1.409, C158 1.383, H166 1.080
158 C 8.213 5.509 -3.617  C157 1.383, C159 1.471, N161 1.457
159 C 7.199 4.466 -3.395  C158 1.471, C160 1.388, H167 1.080
160 C 5.861 4.815 -3.520  C155 1.398, C159 1.388, H168 1.080
161 N 9.611 5.111 -3.712  C158 1.457, O162 1.221, O163 1.219
162 O 10.477 5.971 -3.677  N161 1.221
163 O 9.842 3.917 -3.785  N161 1.219
164 H 4.452 6.417 -3.837  C155 1.080
165 H 6.268 8.189 -3.541  C156 1.080
166 H 8.410 7.716 -3.549  C157 1.080
167 H 7.467 3.420 -3.393  C159 1.080
168 H 5.116 4.034 -3.530  C160 1.080
169 C -9.868 3.514 -0.332  C170 1.350, C174 1.413, H178 1.080
170 C -9.116 3.467 -1.453  C169 1.350, C171 1.431, H179 1.080
171 C -7.780 2.959 -1.380  C170 1.431, C172 1.392, H180 1.080
172 C -7.252 2.422 -0.209  C171 1.392, C173 1.376, N175 1.475
173 C -8.085 2.378 0.885  C172 1.376, C174 1.408, H181 1.080
174 C -9.395 2.896 0.847  C169 1.413, C173 1.408, H182 1.080
175 N -5.955 1.721 -0.257  C172 1.475, O176 1.248, O177 1.186
176 O -5.616 1.018 0.718  N175 1.248
177 O -5.196 2.062 -1.103  N175 1.186
178 H -10.856 3.944 -0.400  C169 1.080
179 H -9.515 3.891 -2.363  C170 1.080
180 H -7.262 2.838 -2.320  C171 1.080
181 H -7.846 2.041 1.882  C173 1.080
182 H -9.995 2.887 1.744  C174 1.080

Properties
Multiplicity: 1
Maximum force (Eh/bohr): 0.108
Frontier orbital gap (eV): 7.0